A structure of composition C30H54BClO2P2Si2Tc. Source: the Open Molecules 2025 dataset; level of theory: the ωB97M-V functional and the def2-TZVPD basis.

The geometry in XYZ format:
```
93
Properties=species:S:1:pos:R:3:lowdin_spin:R:1
Tc -0.057 -0.029 -0.579 1.38
C 1.949 0.272 -1.069 0.00
C 1.611 -0.971 -1.700 0.06
C 0.612 -0.671 -2.690 0.04
Si 2.532 -2.450 -1.010 0.01
C 0.392 0.715 -2.710 0.04
C 1.245 1.335 -1.729 0.05
Si 1.644 3.042 -1.076 0.01
H 2.724 0.405 -0.347 0.00
H 0.084 -1.394 -3.296 0.00
H -0.323 1.222 -3.342 0.01
Cl -2.828 -0.489 -0.643 0.35
C 3.153 3.154 0.026 0.00
C 1.714 4.245 -2.505 0.00
C 4.069 -2.101 -0.001 0.00
C 2.950 -3.626 -2.399 0.00
H 2.582 4.028 -3.153 0.00
H 1.833 5.269 -2.113 0.00
H 0.808 4.225 -3.133 0.00
H 3.015 2.555 0.943 0.00
H 3.261 4.207 0.342 0.00
H 4.090 2.846 -0.466 0.00
H 3.681 -3.164 -3.088 0.00
H 2.072 -3.939 -2.986 0.00
H 3.413 -4.528 -1.966 0.00
H 4.868 -1.595 -0.567 0.00
H 4.459 -3.074 0.347 0.00
H 3.829 -1.507 0.895 0.00
C 0.209 3.320 0.106 0.00
C 1.267 -3.083 0.230 0.00
P -1.142 2.180 -0.352 0.07
H -0.048 4.384 0.072 0.00
H 0.553 3.047 1.109 0.00
P -0.383 -2.460 -0.250 0.07
H 1.527 -2.633 1.194 0.00
H 1.356 -4.174 0.277 0.00
C -1.517 -3.167 1.043 0.02
C -0.716 -3.526 -1.767 0.01
C -1.772 3.023 -1.911 0.01
C -2.473 2.545 0.895 0.02
C -2.548 1.424 1.916 0.01
H -3.413 2.563 0.328 0.00
C -2.271 3.898 1.556 0.00
H -1.322 3.947 2.090 0.00
H -3.075 4.095 2.269 0.00
H -2.272 4.721 0.844 0.00
H -2.824 0.500 1.404 0.00
H -3.316 1.627 2.668 0.00
H -1.586 1.250 2.408 0.00
H -0.950 2.896 -2.624 0.00
C -2.030 4.522 -1.749 0.00
C -2.992 2.310 -2.484 0.00
H -1.143 5.082 -1.440 0.00
H -2.831 4.717 -1.025 0.00
H -2.335 4.931 -2.722 0.00
H -2.800 1.253 -2.684 0.00
H -3.274 2.792 -3.429 0.00
H -3.846 2.359 -1.802 0.00
H 0.024 -3.171 -2.492 0.00
C -2.098 -3.260 -2.357 0.00
C -0.487 -5.022 -1.550 0.00
H 0.529 -5.260 -1.221 0.00
H -0.636 -5.540 -2.507 0.00
H -1.194 -5.436 -0.822 0.00
H -2.256 -2.205 -2.590 0.00
H -2.894 -3.564 -1.670 0.00
H -2.203 -3.835 -3.286 0.00
C -1.882 -2.093 2.054 0.01
C -0.923 -4.395 1.714 0.00
H -2.429 -3.463 0.507 0.00
H 0.011 -4.159 2.227 0.00
H -0.701 -5.198 1.015 0.00
H -1.624 -4.798 2.449 0.00
H -1.001 -1.646 2.525 0.00
H -2.545 -2.492 2.828 0.00
H -2.417 -1.290 1.549 0.00
C -4.825 -0.789 -1.432 0.64
H -4.653 -0.775 -2.517 0.04
H -4.949 -1.755 -0.929 0.04
H -5.245 0.103 -0.952 0.04
O 0.905 1.384 2.296 0.01
B 0.789 0.188 1.457 0.04
O 1.627 -0.813 2.178 0.01
C 2.203 -0.211 3.253 0.00
C 3.059 -0.760 4.210 0.00
C 3.720 0.168 5.016 0.00
C 3.326 1.508 5.066 0.00
C 2.250 1.984 4.319 0.00
C 1.785 1.125 3.318 0.00
H 3.170 -1.844 4.332 0.00
H 4.542 -0.163 5.641 0.00
H 3.842 2.196 5.725 0.00
H 1.768 2.954 4.491 0.00
```

- frontier orbital gap (spin up / spin down) (eV) = 4.5 / 7.3
- max |F| (Eh/bohr) = 0.0567
- expectation value of S² = 3.77
- HOMO energy (spin up / spin down) (Ha) = -0.145 / -0.293
- energy relative to the best compared isomer or geometry (same formula, charge and spin) (kcal per mole) = 35.4
- 2S+1 = 4
- LUMO (spin up / spin down) (eV) = 0.5 / -0.6
- E_tot (a.u.) = -3153.5733